14 unconnected molecules or ions with the total composition C54H65F4N5O5 in a non-equilibrium geometry. Source: the Open Molecules 2025 dataset; level of theory: wB97M-V/def2-TZVPD.

Geometry as XYZ:
```
133
Properties=species:S:1:pos:R:3:forces:R:3:mulliken_charge:R:1
F -2.4997 -2.2900 -2.4938 -0.1 -0.1 -0.4 0.08
F 4.0693 -0.0878 4.3116 0.2 -0.1 -0.5 -0.30
F -4.1204 3.8408 -2.1073 -0.1 0.4 0.0 -0.33
F 2.8444 -8.8282 -0.5281 0.4 -0.4 -0.2 -0.33
O -1.9547 -0.6061 5.8850 -0.2 -0.4 -0.6 -0.63
O -1.6499 -3.3783 2.2061 -0.3 -0.8 0.9 -0.47
O 4.2051 1.1449 0.0468 -0.4 0.6 1.0 -0.47
O -1.6505 4.2111 0.7387 0.6 0.0 0.6 -0.18
O -3.2781 0.8299 3.6856 0.1 -0.1 0.3 -0.49
N -0.8699 -1.0724 0.8922 1.0 0.2 -1.7 1.10
N 1.0345 1.6474 5.9449 -0.1 0.7 -0.5 -0.58
N 3.3719 6.7902 0.8943 -0.6 -0.5 -0.7 -0.62
N -2.5407 3.3527 -5.4652 1.5 -0.7 2.2 -0.62
N 2.1951 1.0157 -3.6038 2.1 0.8 0.6 0.02
C -2.2952 4.4605 -4.7187 -0.5 -0.3 -1.5 -0.35
C -1.6238 -5.7419 -3.1337 -0.6 -0.5 -1.4 -0.58
C 0.4238 -5.7567 0.6300 -0.3 0.4 -0.4 -0.07
C 1.9477 2.9210 3.6042 -0.8 1.4 1.4 0.20
C 2.3056 -3.4953 2.7668 -0.2 0.6 1.8 -0.68
C -1.2030 2.1812 -3.7777 0.8 1.1 0.2 0.09
C 2.3075 2.0549 5.8078 -0.7 -0.3 -0.9 -0.34
C -0.8021 0.2030 1.3029 0.7 -0.1 -0.3 -1.47
C 3.4969 -1.1550 3.7043 0.8 -1.0 -0.1 0.40
C -1.9577 2.2134 -4.9238 -1.2 1.1 -0.4 -0.66
C 0.5769 2.7082 3.8541 1.3 0.0 -1.7 -0.26
C -3.6581 0.3952 -1.1543 -1.4 0.2 -0.8 0.05
C 0.1596 2.0444 4.9730 1.0 -0.8 0.3 -0.60
C -2.7027 -4.1038 1.6010 0.6 0.5 -1.2 -0.84
C -2.4412 -4.7567 -5.1739 0.5 -0.6 0.4 -0.37
C 3.8405 4.8573 -0.4905 1.3 0.9 0.2 -0.69
C 3.7079 -3.4042 2.8080 -1.3 0.4 -0.3 -0.59
C 2.7503 1.5881 -5.8696 1.1 0.6 -0.3 -0.96
C 2.1424 -1.2611 3.6907 -1.6 0.3 0.2 0.46
C 0.4185 0.9066 -0.6521 -0.1 -0.1 0.4 0.75
C -2.3405 -3.4482 -3.1784 0.0 0.0 -0.3 0.17
C 4.2979 2.1913 -4.0718 -0.9 -1.8 -2.8 -0.93
C -1.9451 -5.9013 -4.5038 -0.4 2.0 0.4 -0.77
C -2.6259 -3.5461 -4.5208 -0.3 0.4 -0.3 -0.76
C -1.5153 4.5450 -3.5797 0.3 -0.2 -0.5 -0.53
C -0.2732 -1.3542 -0.3110 -0.4 1.1 0.3 -1.00
C -1.8536 -4.5216 -2.4948 0.5 -0.8 0.6 0.65
C 3.4026 1.5406 -3.2409 -0.3 1.0 0.8 -0.05
C 2.1061 6.3375 0.9905 0.2 -1.3 0.4 -0.12
C -4.7779 -0.1758 -1.8247 1.8 -0.2 0.9 -0.93
C 4.2005 6.0547 0.1356 -0.5 0.4 0.7 -0.38
C -5.4058 1.9452 -2.7215 0.7 1.2 0.3 -0.36
C 2.6300 4.3069 -0.2045 -0.8 0.7 -0.2 0.46
C 2.8007 2.7034 4.6640 -0.1 -0.4 0.4 -0.62
C 0.6109 -6.8302 1.4722 1.1 -0.9 0.5 -0.27
C 1.5109 -7.8458 1.1437 -0.4 0.0 -1.4 -0.66
C -1.4459 -1.5929 4.9555 0.5 0.5 1.1 -0.34
C 2.0804 -7.8100 -0.1379 -0.6 0.4 1.3 0.36
C 3.3326 1.1316 1.2320 0.4 -1.8 -1.5 0.40
C 1.5363 -2.4383 3.3000 0.9 -0.6 -2.0 0.24
C 1.0692 -5.6913 -0.6106 -0.5 -0.3 1.3 -0.75
C 0.3634 -0.4068 -1.1291 -1.0 -0.2 1.4 -1.28
C -0.8967 3.4049 -3.1528 -0.3 -0.7 0.6 -0.15
C -0.1432 1.2292 0.5977 -0.4 -1.3 -0.6 0.47
C -3.4894 1.7651 -1.2191 -0.1 0.6 -0.3 0.15
C 1.9376 1.0826 -4.8977 -1.7 -0.9 0.7 0.05
C -3.9827 0.2237 2.6215 0.4 0.8 -0.5 -0.04
C 1.8787 -6.7516 -0.9911 0.0 0.6 -0.8 -0.57
C -4.3595 2.5303 -1.9997 -0.2 -1.5 -0.2 -0.15
C -1.7988 5.6342 0.7041 -1.2 -0.4 -0.2 -0.78
C 3.9733 2.0956 -5.4651 0.4 1.0 1.2 -0.24
C -5.6343 0.5924 -2.5840 0.0 -0.5 0.2 -0.64
C 1.7189 5.0641 0.5657 0.8 -0.6 -1.2 0.01
C 4.2905 -2.2006 3.2167 0.1 -0.2 1.1 -0.69
H 1.3597 6.9174 1.5158 0.2 0.4 0.1 0.38
H -0.8599 1.6844 4.9403 -0.2 0.0 0.9 0.61
H 1.4650 -0.4770 4.0014 0.4 0.4 0.3 -0.06
H -3.6787 -0.8114 2.4612 -0.2 -0.1 0.0 0.03
H 3.8746 1.1941 2.1745 0.0 0.9 -0.1 0.48
H 5.1995 6.4642 0.0774 0.1 -0.1 -0.3 0.38
H 2.2619 3.5213 2.7622 0.1 -0.3 -0.3 0.42
H 0.7334 4.6262 0.6421 -0.2 0.4 0.5 -0.08
H 5.2906 2.5166 -3.7991 -0.2 0.2 0.4 0.45
H 5.3461 -2.1864 3.4508 0.2 0.2 -0.4 0.45
H -2.6342 -4.7872 -6.2368 -0.1 -0.1 0.0 0.38
H -5.9441 2.5638 -3.4255 -0.3 0.0 0.2 0.45
H 2.4905 1.7930 1.0429 0.5 0.3 0.4 -0.68
H 0.8978 1.6578 -1.2644 0.0 0.1 0.0 0.38
H 4.2820 -4.2780 2.5360 0.3 0.2 0.0 0.44
H 2.9269 0.1178 1.2346 -0.4 0.0 0.2 0.03
H 3.0379 1.7559 6.5468 -0.3 0.0 0.4 0.39
H -0.1711 2.2333 0.9941 0.2 0.1 -0.2 -0.65
H -6.4801 0.1095 -3.0523 0.0 0.1 -0.3 0.39
H -2.7639 5.7948 0.2198 0.3 0.6 -0.7 0.27
H -2.2302 -1.8869 4.2607 0.1 -0.1 0.1 0.17
H -1.2679 0.3870 2.2619 -0.1 0.2 0.1 0.56
H -1.0678 -2.4338 5.5375 -0.3 -0.4 -0.3 0.43
H 0.8994 -4.7969 -1.1922 0.2 -0.2 -0.4 0.55
H -3.0009 -2.6863 -5.0579 0.0 0.1 0.0 0.45
H -3.6850 0.8111 1.7515 -0.1 -0.3 -0.3 -0.19
H 1.7298 -4.4000 2.6316 0.5 -0.3 -0.6 0.47
H -1.4925 -2.5310 1.7628 0.0 0.4 -0.4 0.54
H -0.3692 -2.3383 -0.7486 -0.1 -0.4 0.5 0.47
H -2.6740 5.3902 -5.1219 -0.4 0.0 -0.1 0.39
H -2.7049 -5.1304 1.9642 -0.2 0.2 0.3 0.26
H 3.8421 2.9922 4.6613 0.1 -0.1 -0.2 0.41
H -1.2450 -6.6135 -2.6191 0.1 0.2 0.4 0.48
H -1.4108 -0.6274 6.6757 0.1 0.1 0.0 0.36
H 1.6376 -8.7276 1.7549 0.2 0.1 0.1 0.44
H -0.9333 6.0227 0.1713 -0.3 0.2 0.0 0.23
H 0.4655 -2.4967 3.1694 -0.1 -0.1 0.4 -0.03
H -0.2631 3.5157 -2.2833 0.2 -0.5 0.1 0.38
H -1.3092 5.4872 -3.0933 -0.2 0.1 -0.1 0.42
H -3.6784 -3.6151 1.6207 -0.1 -0.1 0.7 0.33
H 3.6650 1.6382 -2.1950 -0.5 -0.7 0.4 0.40
H -5.0635 0.3444 2.7065 -0.1 -0.3 0.2 0.38
H -0.0749 2.9639 3.0301 -0.5 0.0 0.3 0.40
H -1.9542 6.1321 1.6625 0.7 -0.3 0.4 0.29
H -2.6603 2.2852 -0.7594 0.1 -0.1 0.2 0.50
H -4.8244 -1.2544 -1.7727 -0.5 0.0 -0.1 0.43
H 2.3837 3.3975 -0.7350 -0.4 -0.2 0.4 0.27
H 2.4451 1.6451 -6.9041 0.0 -0.2 0.0 0.39
H -2.9519 -0.2092 -0.6041 -0.1 -0.1 0.0 0.41
H 0.6791 -0.7438 -2.1052 0.4 0.4 0.0 0.54
H 0.9538 0.6764 -5.0939 -0.1 0.0 -0.7 0.52
H 4.6510 2.5426 -6.1792 0.0 -0.1 -0.2 0.37
H -3.0642 0.1722 4.3544 -0.1 0.2 0.3 0.24
H -2.1614 3.8645 1.4754 -0.1 -0.1 0.0 0.20
H -1.8597 -6.8016 -5.0938 0.3 -0.2 0.4 0.41
H -2.5003 -4.1618 0.5278 0.0 -0.3 -0.2 0.18
H 0.1735 -6.9317 2.4555 -0.4 0.4 0.0 0.39
H -0.7904 1.2435 -3.4345 0.0 0.0 0.1 0.54
H -2.1471 1.2476 -5.3719 -0.3 0.2 -0.6 0.44
H 4.5492 4.4301 -1.1855 0.0 -0.3 0.1 0.40
H -0.2487 -4.9686 0.9404 0.1 0.2 0.0 0.57
H -0.5787 -1.1849 4.4357 -0.2 0.1 -0.3 0.03
H -1.6523 -4.3688 -1.4435 0.1 -0.3 0.1 -0.15
H 2.3139 -6.7412 -1.9805 0.2 -0.2 0.0 0.43
H 5.0389 0.7582 0.3253 0.0 0.0 -0.1 0.24
```
Forces are in eV/Å.

Summary:
**ΔE to the lowest compared entry with this formula, charge and spin**: 56.3 kcal per mole
**HOMO energy**: -8.9 eV
**Largest force on an atom**: 0.067 Eh/bohr
**Total charge**: 0
**HOMO-LUMO gap**: 0.344 Eh
**E_LUMO**: 0.46 eV
**Spin multiplicity**: 1